[1]
100
Properties=species:S:1:pos:R:3:forces:R:3:lowdin_spin:R:1 method="wB97M-V/def2-TZVPD" homo_energy_ev="-12.15 / -12.15" total_charge=+2 s2=3.777 orbital_gap_ha="0.2538 / 0.2440" de_lowest_kcal_mol=0.0 spin_multiplicity=4
Cr -0.03532 0.54493 -0.33949 0.6440 0.0443 -0.0421 2.9507
C -2.28342 2.23283 0.63878 0.0369 -0.0603 -0.0715 0.0027
C -1.14911 2.26283 1.64945 0.0631 -0.1240 -0.0506 0.0034
N -0.45425 0.94234 1.65635 -0.1540 0.1252 0.1254 -0.0137
C -1.22208 -0.17640 2.28586 0.0554 0.0615 -0.0523 0.0017
C -1.14940 -1.41912 1.40888 -0.0127 0.1036 -0.1201 0.0037
N -1.37786 -1.03670 -0.01828 -0.0140 -0.1531 0.1704 -0.0053
C -2.78802 -0.64563 -0.32901 0.0955 0.0287 -0.0076 0.0034
C -2.80732 0.60771 -1.19265 0.1074 0.0291 0.0989 0.0042
N -1.82976 1.59091 -0.64137 -0.0540 0.1009 -0.0158 -0.0045
H -2.63290 3.24585 0.44981 -0.0398 0.0173 -0.0179 -0.0003
H -3.13549 1.67158 1.01876 -0.0033 -0.0173 -0.0024 0.0002
H -1.52471 2.52535 2.63890 -0.0167 -0.0072 0.0389 -0.0001
H -0.40544 3.00494 1.35950 0.0279 -0.0054 0.0042 0.0004
H 0.42368 1.05840 2.15494 0.0446 -0.0368 -0.0521 0.0023
H -2.25020 0.14788 2.44092 -0.0090 -0.0020 -0.0259 0.0000
H -0.81369 -0.40884 3.26753 -0.0203 0.0323 0.0532 -0.0004
H -1.86647 -2.16980 1.74301 -0.0349 -0.0175 0.0000 -0.0001
H -0.15042 -1.85237 1.46698 0.0082 -0.0111 -0.0263 0.0005
H -1.13247 -1.83298 -0.60004 0.0221 0.0115 -0.0043 0.0029
H -3.31403 -0.47951 0.60943 0.0029 -0.0067 0.0122 0.0002
H -3.30345 -1.45682 -0.83969 -0.0265 -0.0227 0.0042 -0.0002
H -3.81195 1.03015 -1.22997 -0.0332 0.0129 -0.0131 0.0000
H -2.49982 0.37137 -2.21064 0.0207 0.0092 -0.0121 0.0003
H -1.68868 2.32420 -1.33120 -0.0286 0.0134 0.0106 0.0033
C 4.94262 -4.33928 4.44772 0.0222 0.0234 -0.0273 0.0000
C 5.38664 -3.60428 3.20803 -0.0281 -0.0241 0.0551 0.0000
C 6.57358 -3.96854 2.58257 -0.0053 -0.0707 0.0041 0.0002
C 7.00648 -3.32254 1.43659 -0.0607 0.0327 -0.0145 0.0000
C 6.24585 -2.30379 0.88978 -0.1493 0.1147 0.4207 0.0002
C 5.07400 -1.91341 1.52068 -0.0014 -0.0948 0.1393 0.0001
N 4.24714 -0.90004 0.94452 0.0393 0.1339 -0.0568 0.0031
C 4.61059 0.35551 0.57259 -0.0493 -0.3358 0.0245 0.0037
C 5.93085 0.81815 0.73894 0.1716 0.1160 0.0138 -0.0003
C 6.29788 2.07266 0.32088 0.0579 -0.1456 0.0201 0.0036
C 5.38624 2.95610 -0.28247 -0.0895 0.0149 -0.0200 0.0007
C 4.08913 2.55815 -0.40718 0.0556 0.0833 0.0868 0.0010
C 3.67045 1.27192 0.02058 -0.1558 0.0770 -0.0420 0.0028
C 2.28128 0.98878 -0.07844 -0.1465 0.0331 -0.0307 0.0101
O 1.39776 1.89007 -0.39689 -0.1885 -0.3282 0.1230 0.0019
O 1.74491 -0.18648 0.14588 -0.3257 0.1806 -0.0650 0.0011
C 4.63309 -2.54580 2.68503 -0.1181 0.0901 0.1422 0.0002
C 3.37388 -2.08100 3.37967 0.0551 -0.0326 -0.0489 0.0001
H 5.48745 -5.27593 4.55209 0.0056 0.0237 0.0017 0.0000
H 3.87755 -4.57297 4.42404 0.0156 -0.0150 -0.0061 0.0000
H 5.13020 -3.74919 5.34858 -0.0210 0.0070 -0.0187 0.0000
H 7.16190 -4.77847 2.99705 -0.0195 0.0130 0.0027 0.0000
H 7.92728 -3.62680 0.95595 0.0115 -0.0004 -0.0193 0.0000
H 6.54107 -1.83513 -0.04112 -0.5464 -0.1635 1.3755 0.0000
H 3.27103 -1.12509 0.85410 0.0302 0.0277 0.0105 -0.0002
H 6.65758 0.17239 1.20884 -0.0056 0.0045 -0.0143 -0.0001
H 7.32574 2.38471 0.45761 -0.0107 -0.0051 0.0282 0.0002
H 5.70171 3.93352 -0.61858 0.0106 -0.0267 0.0125 0.0000
H 3.34931 3.22429 -0.82847 -0.0187 -0.0264 -0.0131 -0.0002
H 3.22864 -1.00880 3.23795 -0.0194 -0.0134 -0.0006 0.0000
H 3.42511 -2.26934 4.45001 -0.0065 0.0048 -0.0099 0.0000
H 2.48399 -2.60268 3.00508 0.0314 0.0161 0.0035 0.0000
C 0.20332 -4.28771 -6.52564 0.0130 0.0752 -0.0126 0.0000
C 0.57864 -3.29761 -5.41188 -0.0198 0.0121 -0.0002 0.0000
C -0.72657 -2.59538 -4.98742 -0.0115 0.0642 0.0740 0.0001
C 1.08063 -4.10250 -4.20622 -0.0510 -0.0160 -0.0064 0.0000
C 1.62222 -2.24887 -5.95183 -0.0725 0.0635 0.0746 0.0002
O 0.94279 -1.27937 -6.74507 0.0708 0.0105 -0.0196 0.0000
C 2.75991 -2.80535 -6.83579 -0.0760 -0.1605 -0.0605 0.0000
C 3.74726 -3.84919 -6.29873 0.0733 0.0935 0.0800 0.0000
C 4.62941 -3.35414 -5.17167 0.1070 -0.1441 -0.0570 0.0000
C 4.65056 -3.99364 -3.93639 0.0359 -0.0082 -0.0009 0.0000
C 5.44258 -3.52751 -2.89265 -0.0329 -0.0389 0.0433 0.0000
C 6.22704 -2.40571 -3.09083 -0.0401 0.0037 -0.1604 0.0000
Cl 7.22233 -1.81338 -1.79583 0.7969 0.1595 -1.9878 0.0000
C 6.24776 -1.76252 -4.31975 -0.0220 0.0296 -0.0482 0.0000
C 5.45263 -2.24253 -5.34912 0.0666 -0.0249 -0.0046 0.0000
C 2.32336 -1.42029 -4.86725 -0.1914 0.1551 0.1813 0.0002
N 1.45143 -0.60379 -4.00915 0.1267 -0.0160 -0.4326 0.0040
C 1.16626 -0.82404 -2.74445 -0.1742 -0.0416 0.1617 0.0075
N 0.32240 0.11452 -2.31157 0.0315 0.2367 -0.0790 -0.0032
C 0.16973 0.92669 -3.41012 -0.1191 -0.1137 0.0755 0.0055
N 0.83390 0.51866 -4.45120 0.0719 -0.2291 0.1393 0.0011
H -0.56691 -4.96845 -6.15990 0.0095 0.0151 -0.0138 0.0000
H 1.04545 -4.89676 -6.84987 0.0514 0.0044 -0.0019 0.0000
H -0.21025 -3.77957 -7.40115 0.0162 -0.0119 0.0263 0.0000
H -1.51267 -3.34592 -4.88562 0.0198 0.0058 0.0272 0.0000
H -1.04998 -1.85701 -5.71904 0.0057 -0.0484 0.0364 0.0000
H -0.63429 -2.09643 -4.01619 -0.0135 -0.0138 -0.0773 0.0001
H 0.25548 -4.70404 -3.81710 0.0270 -0.0024 -0.0196 0.0000
H 1.43521 -3.47177 -3.38686 -0.0281 -0.0453 -0.0414 0.0000
H 1.88202 -4.78929 -4.46004 0.0501 -0.0243 -0.0164 0.0000
H 0.69981 -1.68124 -7.58673 0.0086 0.0210 -0.0400 0.0000
H 3.32126 -1.92856 -7.16892 -0.0230 -0.0264 -0.0374 0.0000
H 2.29318 -3.21126 -7.73577 -0.0109 -0.0249 -0.0119 0.0000
H 4.37822 -4.13984 -7.14272 0.0296 0.0152 0.0352 0.0000
H 3.23570 -4.75863 -5.98940 -0.0269 -0.0280 -0.0017 0.0000
H 4.05608 -4.88705 -3.78368 0.0153 0.0210 0.0067 0.0000
H 5.46710 -4.04238 -1.94140 -0.0089 -0.0086 0.0105 0.0000
H 6.89392 -0.90803 -4.46927 -0.0123 -0.0054 -0.0088 0.0000
H 5.48935 -1.74840 -6.31477 0.0074 -0.0031 0.0488 0.0000
H 3.00698 -0.73218 -5.35755 -0.0178 0.0718 0.0348 0.0000
H 2.89448 -2.05641 -4.19632 -0.0040 0.0784 -0.0129 0.0000
H 1.55756 -1.64416 -2.16463 0.0484 0.0697 0.0013 0.0003
H -0.43536 1.81959 -3.42829 0.0507 -0.0105 0.0148 0.0003

[2]
115
Properties=species:S:1:pos:R:3:forces:R:3:mulliken_charge:R:1 method="wB97M-V/def2-TZVPD" homo_energy_ev=-5.18 total_charge=-1 orbital_gap_ha=0.2391
C -3.26103 0.83294 4.91324 0.4961 -0.5673 -0.6956 -0.7007
C -4.59497 0.25546 4.16055 1.6297 0.9386 1.4669 -0.1975
C -4.17166 -1.09037 3.44260 -1.4890 -1.2538 -0.3337 -0.8563
C -4.92850 -1.39401 2.02010 -0.2110 -0.2648 2.7827 -0.5076
N -5.06037 -0.16353 1.27910 0.8328 -0.2967 0.5766 0.7712
P -5.70240 -0.09911 -0.36927 0.8652 0.1650 -1.6972 3.1157
C -5.33143 1.78490 -0.58172 -0.8092 1.8414 0.4042 -0.2831
C -6.64603 2.74989 -0.62056 2.0271 1.4970 -0.4095 -0.5837
C -6.08567 4.18111 -1.18652 -1.3850 -0.8392 -0.3043 -0.2341
S -5.11210 5.13960 0.07665 -0.0953 -0.4344 0.1018 -0.2923
C -3.96425 -0.65205 -1.00319 2.6280 -1.6798 -0.2099 -1.5540
C -2.78949 0.43327 -0.98059 0.2982 -0.1202 -1.1858 0.1784
C -1.31185 -0.15437 -1.17495 -0.2348 0.0467 -0.8466 0.8243
F -1.15078 -1.53638 -0.95718 -0.1873 2.3105 -0.2486 -0.3237
F -0.90686 0.07284 -2.54801 -0.6572 -0.5760 2.3933 -0.3360
C -0.17658 0.63293 -0.30838 0.6855 -0.1235 -3.2483 0.6290
F 1.03619 0.42032 -1.05812 -1.8659 0.4623 2.2121 -0.3860
F -0.46390 2.00514 -0.43992 0.6916 -2.5758 1.0221 -0.2959
C -0.00007 0.10000 1.17541 -1.6386 -1.7944 1.2144 0.4917
F -1.32893 -0.11057 1.67660 2.7414 0.7264 -1.0360 -0.0688
F 0.59971 -1.19436 1.26214 -0.8652 3.1819 -0.6203 -0.3103
C 0.69920 1.05920 2.23151 -2.6126 0.9124 1.7505 0.5527
F 0.59078 0.40792 3.50149 1.1015 1.2889 -2.8976 -0.3182
F -0.14398 2.20771 2.38079 2.0249 -2.3538 -0.6954 -0.3045
C 2.14627 1.61143 1.90849 0.3906 2.9105 -0.3440 0.4922
F 2.43829 2.58098 2.92396 -0.3011 -2.6053 -1.8280 -0.2959
F 2.14972 2.39061 0.70961 -0.3811 -2.2278 2.5046 -0.2577
C 3.34449 0.58876 1.77805 2.2829 -0.4554 -2.0186 0.7164
F 4.51121 1.37227 1.48914 -2.5179 -1.4415 0.9799 -0.3033
F 3.25339 -0.29048 0.65631 -0.5168 2.0890 2.6707 -0.2721
C 3.71453 -0.32205 3.02341 1.0806 -2.6355 0.0071 0.4183
F 4.93130 -0.99072 2.65515 -2.3999 1.6861 0.6616 -0.2890
F 2.80564 -1.39405 3.25790 1.7084 3.0495 -0.5482 -0.2235
C 4.04868 0.40963 4.39951 1.0254 0.0506 3.2963 0.6071
F 4.93257 1.48828 4.30640 -2.0985 -2.3466 -0.3384 -0.2260
F 2.94070 0.82355 5.14272 2.2293 -0.9130 -2.1301 -0.1991
F 4.71346 -0.56270 5.20882 -1.5443 2.0856 -1.9050 -0.2635
C -6.17790 -1.97558 -0.47463 -0.4041 -1.3097 -1.5835 -1.5527
O -7.39565 -2.34533 0.22583 1.3847 -1.7103 -0.0801 -0.3029
C -7.34418 -3.76829 0.46413 -0.5366 -0.2721 0.6397 -0.6341
N -7.33899 0.37876 0.24520 -1.3493 0.1561 5.6251 -0.8659
C -7.46277 0.49942 1.48833 0.7136 0.1834 -0.0311 0.6978
O -7.54036 0.67434 2.71354 -0.3166 -0.6218 -4.6325 -0.7023
C -6.46062 -0.00102 -2.18022 -1.1726 0.5532 -2.2950 -0.9510
C -5.64472 0.31458 -3.43063 -1.7419 -0.2266 -1.3883 -0.0125
C -6.23428 0.36652 -4.85136 -2.9163 -1.2614 5.2440 -0.6755
C -7.73192 0.05338 -4.74466 1.7917 0.4054 0.3536 -0.4037
C -8.42965 -0.19094 -3.44248 0.9821 0.1471 -0.6883 -0.3385
N -7.88543 -0.22655 -2.15825 2.8336 0.7275 -4.7733 -0.1909
H -2.33720 0.48812 4.31055 -1.3497 0.6146 0.8830 -0.0941
H -3.21389 1.97290 4.91327 -0.2351 -1.5091 0.3911 0.2965
H -3.12088 0.37031 5.95456 -0.3057 0.9314 -1.3814 0.3024
H -4.95959 1.10361 3.50413 0.2759 -1.4763 0.4228 0.0630
H -5.36158 0.12770 5.01091 0.8988 -0.1186 -1.6684 0.3861
H -3.05758 -1.24547 3.26799 -1.2754 0.7306 0.3755 0.2213
H -4.50338 -1.96394 4.12400 0.7031 1.2417 -0.9449 0.3940
H -5.96906 -1.77553 2.34816 1.4816 0.4032 -0.9509 0.1479
H -4.31659 -2.25787 1.59068 -0.8180 0.9858 0.0499 0.0405
H -4.23030 0.41816 1.43288 -0.4442 -0.3036 -0.3303 0.0737
H -4.83244 2.08266 -1.55712 -0.2583 -0.8467 1.1747 -0.2144
H -4.68918 2.19560 0.26902 -0.6621 -0.5076 -1.0344 0.2105
H -7.43021 2.43269 -1.37270 0.8570 0.0461 1.2032 0.2592
H -7.04409 2.99938 0.41859 0.2006 -0.7230 -1.5016 0.3333
H -7.02356 4.78493 -1.45823 1.4796 -0.4657 0.5501 0.4196
H -5.47247 4.05866 -2.13684 -0.7311 0.0772 1.4256 0.1303
H -4.83267 4.21294 1.06728 -0.4532 0.3875 -1.0206 0.0996
H -3.51969 -1.47567 -0.31500 -1.1703 1.1983 -0.7322 0.4825
H -3.99949 -1.23378 -2.00467 0.2010 1.3036 1.2008 0.5004
H -2.93921 1.09788 -1.91299 0.5028 -0.6088 1.7482 -0.5155
H -2.73905 1.06793 -0.02845 -0.4322 -0.9086 -1.4719 -0.0984
H -5.29712 -2.69666 -0.30914 -1.2319 1.0418 0.6215 0.5901
H -6.41674 -2.24521 -1.58294 0.5116 0.7696 1.4622 0.4696
H -6.78396 -4.34518 -0.34317 -0.6484 0.8033 0.8515 0.2775
H -8.41791 -4.18500 0.49583 1.5681 0.7128 0.1176 0.2465
H -6.81861 -3.94022 1.47707 -0.7466 -0.0270 -1.4300 0.2038
H -4.52675 0.52955 -3.33651 -1.8440 -0.3812 0.0969 -0.0247
H -5.65467 0.58739 -5.80158 -0.9594 -0.3449 1.4461 0.2765
H -8.33063 0.01182 -5.71593 0.7084 0.0678 1.6158 0.2475
H -9.56266 -0.38989 -3.49211 1.8712 0.3487 0.0181 0.2818
C 8.31279 0.41976 0.24060 -0.0264 0.0761 -0.0247 -1.2484
C 7.76187 -0.98727 0.44594 -0.1610 0.3307 -0.0890 0.1114
C 8.83366 -1.98891 0.88217 0.3647 0.0356 -0.7430 -0.3897
C 9.90178 -2.08570 -0.16771 1.7749 -0.3465 -1.4728 0.2446
N 10.73922 -2.16175 -0.99172 -2.6133 0.3393 2.2724 -0.5180
H 9.05800 0.44817 -0.55848 -0.0051 -0.0445 0.0847 0.4196
H 7.50937 1.10456 -0.04092 0.0604 -0.0431 0.0715 0.3159
H 8.77610 0.79727 1.15731 -0.0266 -0.0024 -0.0771 0.3109
H 7.29604 -1.32489 -0.48511 0.0405 -0.0852 0.1304 0.3082
H 6.97556 -0.95378 1.20495 0.0937 -0.1322 -0.0445 -0.1440
H 8.38820 -2.97593 1.02893 0.1809 0.0198 -0.0544 0.3245
H 9.28797 -1.67821 1.82686 0.0723 -0.0343 -0.1243 0.3010
C 13.46565 -3.18705 0.03373 0.0371 -0.1570 0.0199 -1.0780
C 13.97525 -4.09974 1.14446 -0.2168 0.0456 -0.2815 -0.4123
C 15.21896 -3.54843 1.84635 0.4607 -0.1580 -0.6533 -0.3964
C 16.33841 -3.39463 0.85879 1.9007 0.3516 -1.3074 0.2460
N 17.21559 -3.27411 0.08351 -2.5234 -0.3746 2.1830 -0.4413
H 14.20399 -3.07240 -0.76406 0.0100 0.0223 0.1033 0.3623
H 12.56479 -3.60475 -0.41692 0.1256 0.1240 0.0761 0.2818
H 13.22206 -2.19421 0.42268 -0.0218 -0.0787 -0.0890 0.2874
H 14.19519 -5.08494 0.72102 0.0487 0.0521 0.1480 0.2913
H 13.18055 -4.23755 1.88378 0.1461 -0.0168 0.0552 0.2920
H 15.53590 -4.22947 2.64016 0.1431 0.1184 -0.0854 0.2828
H 15.00536 -2.57643 2.29885 0.1137 -0.0302 -0.1034 0.2752
C -0.54204 3.68967 -5.02177 0.0605 0.0434 0.0064 -1.3076
C -1.01673 2.26015 -5.26023 0.3128 0.1225 0.1676 0.1127
C -2.47252 2.18616 -5.72664 -0.2775 0.2427 0.7471 -0.5465
C -3.37336 2.77935 -4.68410 -1.6012 0.8688 1.4202 0.2529
N -4.08038 3.24201 -3.86514 2.1797 -1.2605 -2.4069 -0.4703
H -1.11175 4.17578 -4.22580 -0.0221 -0.0456 -0.0832 0.3537
H 0.50785 3.69554 -4.71905 -0.0707 0.0086 -0.0530 0.3610
H -0.63755 4.29176 -5.93083 0.0090 -0.0034 0.0762 0.3396
H -0.89429 1.68705 -4.33609 -0.0931 -0.0199 -0.1603 -0.1749
H -0.37647 1.79391 -6.01501 -0.1440 -0.0547 0.0097 0.3536
H -2.76048 1.14536 -5.89607 -0.1269 0.1103 0.0760 0.2762
H -2.60406 2.73146 -6.66521 -0.0964 0.0243 0.1236 0.4337